Formula: C3H6N2OS
Source: the OMol25 dataset
Level of theory: ωB97M-V/def2-TZVPD

Output
Total energy in eV: -19068.43389
E_HOMO in eV: -8.03
SMILES: C1=NSCCON1
LUMO level in Ha: 0.03042
Gap between HOMO and LUMO in eV: 8.86
ΔE to the lowest compared entry with this formula, charge and spin in eV: 3.733

Structure (ORCA input):
```
! RIJCOSX wB97M-V def2-TZVPD def2/J DEFGRID3
* xyz 0 1
C -0.180 0.022 -1.414
C -0.175 1.234 -0.513
C 0.324 -0.681 1.613
H 0.433 0.184 -2.274
H -1.267 -0.101 -1.699
H -1.043 1.258 0.182
H -0.189 2.115 -1.072
H 0.127 -1.168 2.605
H -0.588 -2.214 0.675
N 1.098 0.326 1.716
N -0.339 -1.242 0.512
O 0.374 -1.096 -0.726
S 1.424 1.362 0.394
*
```

Formula: C3H5B
Source: the OMol25 dataset
Level of theory: ωB97M-V/def2-TZVPD

Output
Total energy in eV: -3863.56449
E_HOMO in eV: -9.64
LUMO level in Ha: 0.01454
Gap between HOMO and LUMO in eV: 10.04
ΔE to the lowest compared entry with this formula, charge and spin in eV: 2.377

Structure (ORCA input):
```
! RIJCOSX wB97M-V def2-TZVPD def2/J DEFGRID3
* xyz 0 1
B 1.405 0.019 -0.247
C -1.203 0.670 0.152
C -1.254 -0.498 -0.394
C 0.056 -0.076 0.459
H 2.202 -0.399 0.618
H 1.848 0.616 -1.529
H -1.507 1.663 0.248
H -1.720 -1.414 -0.800
H 0.174 -0.581 1.493
*
```

Formula: C23H39F2N3O7S
Source: the OMol25 dataset
Level of theory: ωB97M-V/def2-TZVPD

Output
Total energy in eV: -59553.98749
E_HOMO (spin up / spin down) in eV: -7.88 / -9.12
LUMO level (spin up / spin down) in Ha: 0.01347 / 0.00953
Gap between HOMO and LUMO (spin up / spin down) in eV: 8.25 / 9.37

Structure (ORCA input):
```
! RIJCOSX wB97M-V def2-TZVPD def2/J DEFGRID3
* xyz 0 3
O 4.524 2.234 -0.588
C 3.924 1.824 0.328
O 2.619 1.465 0.368
C 2.606 0.340 1.270
C 3.545 0.880 2.356
S 2.787 2.074 3.497
N 4.304 -0.206 3.028
C 3.542 -0.977 3.904
O 2.378 -1.161 3.823
F 4.311 -1.505 4.882
C 5.642 0.130 3.445
O 6.014 1.160 3.836
F 6.423 -0.957 3.301
O 4.495 1.609 1.566
H 1.597 0.044 1.563
H 3.121 -0.518 0.801
H 1.685 1.347 3.697
C -1.268 4.516 -2.444
C -0.597 3.668 -1.343
C -0.652 2.170 -1.684
C -2.031 1.536 -1.531
C -2.577 1.789 -0.129
C -2.621 3.279 0.231
N -1.248 3.859 0.001
O -0.449 3.683 0.994
C -3.706 3.984 -0.590
C -2.956 3.469 1.705
C 0.861 4.102 -1.216
H -0.556 5.240 -2.838
H -1.613 3.900 -3.276
H -2.114 5.085 -2.075
H 0.048 1.645 -1.026
H -0.276 2.046 -2.703
H -2.728 1.916 -2.284
H -1.950 0.462 -1.697
H -3.588 1.384 -0.030
H -1.950 1.266 0.601
H -3.656 5.065 -0.453
H -4.678 3.642 -0.234
H -3.656 3.766 -1.654
H -2.279 2.913 2.346
H -3.975 3.114 1.875
H -2.903 4.522 1.983
H 0.947 5.142 -0.897
H 1.334 3.998 -2.194
H 1.388 3.478 -0.503
C -0.217 -4.850 -2.388
C -0.164 -3.364 -1.970
C 1.143 -3.015 -1.255
C 1.248 -3.570 0.161
C 0.047 -3.140 0.998
C -1.293 -3.524 0.362
N -1.302 -2.997 -1.053
O -1.644 -1.758 -1.130
C -1.497 -5.041 0.439
C -2.447 -2.860 1.103
C -0.282 -2.509 -3.227
H -0.361 -4.927 -3.465
H 0.705 -5.377 -2.138
H -1.042 -5.383 -1.930
H 1.219 -1.924 -1.218
H 1.969 -3.371 -1.877
H 1.335 -4.660 0.140
H 2.161 -3.203 0.629
H 0.090 -3.583 1.996
H 0.070 -2.052 1.130
H -2.374 -5.343 -0.135
H -1.667 -5.309 1.482
H -0.642 -5.615 0.093
H -2.317 -1.784 1.173
H -2.494 -3.275 2.111
H -3.395 -3.057 0.601
H -1.250 -2.657 -3.707
H 0.501 -2.822 -3.920
H -0.163 -1.450 -3.015
*
```

Formula: C2FIO5S
Source: the OMol25 dataset
Level of theory: ωB97M-V/def2-TZVPD

Output
Total energy in eV: -33964.90121
E_HOMO in eV: -1.24
SMILES: O=C([O-])[C@](F)(I)S(=O)(=O)[O-]
LUMO level in Ha: 0.18361
Gap between HOMO and LUMO in eV: 6.23
ΔE to the lowest compared entry with this formula, charge and spin in eV: 0.041

Structure (ORCA input):
```
! RIJCOSX wB97M-V def2-TZVPD def2/J DEFGRID3
* xyz -2 1
C -1.558 0.188 -0.166
C -0.078 0.535 0.110
O -1.938 0.458 -1.268
O 0.639 -1.826 -0.816
O -2.237 -0.217 0.821
O 2.414 -0.277 0.054
O 0.861 -1.393 1.532
F 0.304 1.356 1.183
S 1.087 -0.859 0.225
I 0.506 2.036 -1.675
*
```

Formula: C32H40BF7I2O28S
Source: the OMol25 dataset
Level of theory: ωB97M-V/def2-TZVPD

Output
Total energy in eV: -137894.26422
E_HOMO in eV: -8.61
LUMO level in Ha: 0.00420
Gap between HOMO and LUMO in eV: 8.73

Structure (ORCA input):
```
! RIJCOSX wB97M-V def2-TZVPD def2/J DEFGRID3
* xyz 0 1
C -4.984 0.764 0.430
C -4.530 -0.117 -0.825
O -3.469 -1.054 -0.559
C -3.717 -1.854 0.616
C -2.755 -1.321 1.786
O -1.701 -2.253 2.110
C -0.414 -1.758 1.679
B -0.244 -1.673 0.062
O -0.113 -0.417 -0.626
C -0.232 -3.007 -0.888
C 1.162 -2.997 -1.694
O 0.437 -2.925 2.002
S 0.666 -2.895 3.653
O -0.432 -3.356 4.554
O 1.920 -3.535 4.150
O 0.702 -1.235 3.861
C 0.200 -0.623 2.617
C 1.454 0.205 2.137
I 3.205 -0.698 1.166
C 1.522 1.607 2.344
C 0.365 2.438 3.076
I 3.252 2.808 1.722
H -4.128 1.004 1.149
H -5.352 1.767 0.025
H -5.849 0.219 0.956
H -4.110 0.620 -1.598
H -5.418 -0.616 -1.357
H -4.804 -1.912 0.931
H -3.377 -2.919 0.372
H -2.383 -0.276 1.508
H -3.389 -1.163 2.731
H -0.451 -0.582 -1.537
H -0.309 -3.968 -0.276
H -1.106 -2.988 -1.616
H 1.204 -3.934 -2.331
H 1.232 -2.044 -2.317
H 1.989 -2.968 -0.916
H -0.679 0.022 2.920
H -0.151 1.769 3.850
H -0.414 2.819 2.344
H 0.872 3.282 3.649
C 0.226 7.600 0.943
C 0.495 6.171 0.593
O 0.251 5.492 1.809
C -0.681 6.240 2.465
O -1.323 5.847 3.392
O -0.794 7.485 1.929
F 1.792 5.989 0.248
H 1.094 8.097 1.377
H -0.119 8.181 0.087
H -0.155 5.769 -0.190
C 3.233 -7.178 -0.733
C 2.464 -8.370 -1.212
O 1.141 -7.880 -1.308
C 1.263 -6.549 -1.577
O 0.376 -5.863 -1.987
O 2.523 -6.100 -1.329
F 2.490 -9.369 -0.296
H 3.209 -7.071 0.355
H 4.272 -7.193 -1.061
H 2.786 -8.752 -2.185
C -0.440 -7.411 -6.172
C 0.515 -8.247 -5.378
O 1.599 -7.368 -5.150
C 1.055 -6.116 -5.135
O 1.611 -5.150 -4.708
O -0.201 -6.107 -5.659
F 0.960 -9.304 -6.103
H -0.222 -7.427 -7.243
H -1.479 -7.708 -6.021
H 0.118 -8.597 -4.420
C 3.159 6.990 3.672
C 4.094 7.703 4.597
O 4.221 8.981 4.002
C 3.046 9.199 3.349
O 2.683 10.266 2.960
O 2.331 8.048 3.202
F 5.312 7.110 4.612
H 3.673 6.528 2.824
H 2.569 6.228 4.182
H 3.723 7.810 5.620
C -9.852 -1.717 -0.279
C -8.889 -2.534 0.526
O -7.816 -1.639 0.744
C -8.371 -0.395 0.745
O -7.825 0.581 1.162
O -9.626 -0.404 0.219
F -8.432 -3.592 -0.186
H -9.632 -1.743 -1.350
H -10.887 -2.023 -0.126
H -9.282 -2.877 1.486
C -1.292 2.651 -4.614
C -0.106 2.465 -3.719
O -0.379 1.236 -3.076
C -1.131 0.522 -3.958
O -1.321 -0.652 -3.874
O -1.631 1.311 -4.948
F -0.046 3.441 -2.780
H -2.135 3.123 -4.102
H -1.054 3.230 -5.506
H 0.850 2.400 -4.245
C 8.888 3.706 1.561
C 8.131 2.503 1.093
O 6.800 2.976 1.003
C 6.904 4.307 0.727
O 6.006 4.983 0.320
O 8.161 4.773 0.964
F 8.176 1.510 2.012
H 8.871 3.818 2.648
H 9.926 3.702 1.225
H 8.450 2.121 0.119
*
```

Formula: C11H20Cl2MoO5S
Source: the OMol25 dataset
Level of theory: ωB97M-V/def2-TZVPD

Output
Total energy in eV: -59706.72006
E_HOMO (spin up / spin down) in eV: -0.66 / -0.68
LUMO level (spin up / spin down) in Ha: 0.18029 / 0.18002
Gap between HOMO and LUMO (spin up / spin down) in eV: 5.57 / 5.58

Structure (ORCA input):
```
! RIJCOSX wB97M-V def2-TZVPD def2/J DEFGRID3
* xyz -2 3
C 1.500 1.626 -0.569
C 0.240 2.315 -0.644
C -0.506 1.762 -1.709
C -0.168 3.497 0.150
C 0.253 0.722 -2.294
C 1.506 0.633 -1.598
C 2.650 -0.235 -1.973
C 2.632 1.969 0.328
C -1.835 2.225 -2.168
C -0.138 -0.033 -3.507
Mo 0.000 0.000 0.000
Cl -3.155 2.822 3.028
Cl -0.202 1.051 2.137
O -0.215 -1.838 -0.829
H 0.436 3.614 1.042
H -1.206 3.430 0.463
H -0.057 4.395 -0.461
H -2.450 2.563 -1.340
H -2.378 1.438 -2.682
H -1.713 3.060 -2.861
H -1.182 -0.329 -3.477
H 0.454 -0.931 -3.633
H 0.008 0.600 -4.386
H 2.313 -1.191 -2.363
H 3.294 -0.431 -1.122
H 3.251 0.252 -2.743
H 2.280 2.285 1.304
H 3.222 2.778 -0.106
H 3.287 1.117 0.482
H -1.139 -2.104 -0.926
O 1.296 -1.031 0.981
H 1.460 -1.883 0.548
C -1.617 -1.716 2.754
S -2.572 -1.178 1.301
O -3.139 -2.376 0.526
O -3.885 -0.565 1.811
O -2.051 -0.036 0.104
H -2.059 -2.653 3.151
H -1.668 -0.944 3.549
H -0.568 -1.922 2.472
*
```

> total energy of number 4 (C2FIO5S)?

-33964.90121 eV